1.
# C4H4O2

A structure of composition C4H4O2 (the ωB97M-V functional and the def2-TZVPD basis, the OMol25 dataset).

Last column: Löwdin charge in e.
Element x y z (Å)
C (-1.7173, -1.0691, -0.0571)  0.10
C (-0.9277, 0.0185, -0.0098)  -0.23
C (-2.8975, -0.0994, -0.0300)  -0.43
C (0.4090, 0.6927, 0.0330)  0.02
O (-4.0931, 0.0192, 0.0425)  0.15
O (-2.0232, 0.9641, -0.0468)  0.04
H (-1.6926, -2.0918, -0.1276)  0.07
H (0.2494, 1.2720, -0.8499)  0.09
H (1.1521, -0.0751, 0.0779)  0.08
H (0.5205, 1.1470, 1.0490)  0.12

Atomic forces in eV per Å
-0.6 2.1 0.1
-1.4 0.3 0.4
-1.4 -0.1 0.1
-1.7 -1.9 1.8
2.0 -0.8 -0.2
0.9 1.0 0.2
0.5 -2.1 0.0
1.3 1.1 -0.3
0.8 -0.3 -0.9
-0.4 0.6 -1.2

Summary:
- multiplicity = 1
- total charge = 0
- total energy (Eh) = -305.2268
- highest occupied orbital energy (eV) = -9.83
- gap between HOMO and LUMO (eV) = 10.428
- LUMO energy (eV) = 0.593
- ΔE to the lowest compared entry with this formula, charge and spin (kcal per mole) = 33.03

2.
# C4H4O2

An isolated molecule of C4H4O2 (the ωB97M-V functional and the def2-TZVPD basis, the OMol25 dataset).

Last column: Löwdin charge in e.
Element x y z (Å)
O (2.3132, 0.9086, -0.5667)  0.12
C (1.1375, 0.8072, -0.7354)  -0.32
O (0.3139, 0.6847, 0.3297)  -0.14
C (0.1666, -0.5674, 1.1702)  0.04
C (-1.0558, -0.3888, 0.1316)  -0.18
C (-1.9438, -0.2676, -0.7201)  0.06
H (0.5859, 0.8673, -1.6948)  0.16
H (1.0591, -1.2304, 1.0340)  0.12
H (0.2864, -0.2034, 2.2257)  0.13
H (-2.8630, -0.6101, -1.1742)  0.02

Atomic forces in eV per Å
0.1 -0.2 -0.7
0.9 0.2 0.3
1.6 1.9 0.6
-0.5 1.8 -2.3
-0.8 -2.9 1.8
0.7 -0.6 1.2
0.2 0.0 0.4
-1.3 0.1 -0.6
-1.4 -0.5 -0.9
0.5 0.3 0.1

Summary:
- multiplicity = 1
- total charge = 0
- total energy (Eh) = -305.0836
- highest occupied orbital energy (eV) = -8.64
- gap between HOMO and LUMO (eV) = 9.308
- LUMO energy (eV) = 0.668
- ΔE to the lowest compared entry with this formula, charge and spin (kcal per mole) = 122.89

3.
# C4H4O2

An isolated molecule of C4H4O2 (the ωB97M-V functional and the def2-TZVPD basis, the OMol25 dataset).

Last column: Löwdin charge in e.
Element x y z (Å)
C (-2.4972, 0.1509, 0.2299)  0.12
C (-1.3730, -0.0132, -0.1424)  -0.11
C (-0.0717, -0.3559, -0.5096)  -0.22
O (0.6559, -1.2371, 0.4459)  0.02
C (0.9598, 0.1702, 0.4051)  -0.36
O (2.2003, 0.5068, -0.0128)  0.05
H (-3.4709, 0.6760, 0.5402)  0.08
H (0.2090, -0.6542, -1.5097)  0.15
H (0.9212, 0.7982, 1.2978)  0.17
H (2.4666, -0.0418, -0.7444)  0.10

Atomic forces in eV per Å
-2.7 2.1 0.7
-1.5 -0.6 -0.2
1.9 -0.4 1.2
-0.3 1.5 0.1
1.1 -1.0 0.0
1.1 0.3 -0.5
2.1 -1.6 -0.6
-0.3 0.5 -0.3
-1.6 -0.5 0.0
0.2 -0.4 -0.5

Summary:
- multiplicity = 1
- SMILES = C#C[C@@H]1O[C@H]1O
- total charge = 0
- total energy (Eh) = -305.1610
- highest occupied orbital energy (eV) = -9.89
- gap between HOMO and LUMO (eV) = 10.763
- LUMO energy (eV) = 0.869
- ΔE to the lowest compared entry with this formula, charge and spin (kcal per mole) = 74.31

> Among the records above, which one has the lowest LUMO energy?

number 1